(1)
{"formula": "C27H22CoFN5O3S", "method": "wB97M-V/def2-TZVPD", "e_homo_ha": [-0.280, -0.281], "spin_multiplicity": 4, "e_tot_ha": -3422.54724, "species": ["Co", "N", "C", "S", "N", "N", "C", "C", "C", "C", "C", "C", "C", "C", "C", "C", "C", "C", "N", "H", "H", "H", "H", "H", "H", "H", "H", "H", "H", "H", "C", "C", "C", "C", "C", "C", "C", "F", "C", "C", "C", "O", "C", "C", "N", "C", "C", "O", "O", "H", "H", "H", "H", "H", "H", "H", "H", "H", "H", "H"], "xyz": [[-0.50480, -1.79530, -1.86039], [3.68427, -2.48227, -2.55748], [2.36924, -2.50676, -2.24430], [1.26186, -1.94559, -3.43404], [2.12386, -2.98875, -1.03327], [0.81178, -2.97341, -0.73657], [0.39501, -3.44315, 0.38383], [1.25965, -4.01164, 1.44459], [1.20051, -3.50147, 2.73808], [2.01319, -4.01807, 3.73651], [2.88525, -5.05804, 3.44978], [2.94284, -5.57635, 2.16288], [2.13885, -5.05353, 1.16278], [-1.07843, -3.37086, 0.56705], [-1.74514, -3.99603, 1.61430], [-3.12672, -3.89471, 1.67714], [-3.80891, -3.17818, 0.70851], [-3.07521, -2.58780, -0.30860], [-1.75126, -2.68668, -0.37178], [3.97361, -2.22215, -3.48079], [4.34199, -2.87666, -1.90774], [0.52175, -2.68755, 2.96485], [1.96622, -3.60567, 4.73603], [3.51881, -5.46533, 4.22714], [3.62198, -6.38764, 1.93463], [2.19778, -5.44154, 0.15508], [-1.19403, -4.55389, 2.35645], [-3.66426, -4.37801, 2.48283], [-4.88422, -3.07466, 0.72812], [-3.53309, -2.01370, -1.10559], [-1.92217, 5.42865, -2.66879], [-1.47740, 5.13002, -1.24510], [-0.35000, 6.06072, -0.82737], [0.07474, 5.78076, 0.60164], [0.46535, 4.33761, 0.74733], [1.38246, 3.93692, 1.69043], [1.73136, 2.59413, 1.80158], [2.63573, 2.25437, 2.74028], [1.19561, 1.63654, 0.99366], [0.25658, 2.02146, 0.02572], [-0.32036, 0.97393, -0.83247], [0.09440, -0.19460, -0.67190], [-1.31290, 1.41326, -1.75821], [-1.59311, 2.75108, -1.81710], [-1.03264, 3.72055, -1.08123], [-0.10354, 3.36592, -0.10292], [-2.14471, 0.55416, -2.71092], [-3.02454, 1.11911, -3.34797], [-1.93883, -0.70849, -2.69485], [-2.07561, 6.50383, -2.76083], [-2.85737, 4.94507, -2.94182], [-1.15521, 5.12945, -3.38489], [-2.32212, 5.28073, -0.56338], [-0.69640, 7.08882, -0.93528], [0.49441, 5.92486, -1.50991], [-0.75548, 6.00818, 1.27833], [0.90748, 6.41884, 0.89880], [1.84499, 4.65936, 2.35119], [1.47996, 0.59693, 1.07232], [-2.34308, 3.04321, -2.53636]]}


(2)
{"formula": "C7H19ClN3O2", "method": "wB97M-V/def2-TZVPD", "e_homo_ha": -0.468, "charge": 1, "e_tot_ha": -1052.71263, "species": ["Cl", "N", "C", "N", "C", "C", "N", "H", "H", "H", "H", "H", "H", "H", "C", "C", "O", "H", "H", "H", "H", "H", "H", "C", "C", "O", "H", "H", "H", "H", "H", "H"], "xyz": [[2.57633, 0.98475, -0.30945], [1.39318, 2.00805, 0.33040], [0.11264, 1.73827, 0.14913], [-0.44386, 0.45515, 0.29415], [-1.46642, 0.87429, 1.32543], [-2.02820, 2.20455, 0.74562], [-0.83066, 2.66283, -0.07008], [1.71080, 2.78677, 0.88952], [-1.00832, 0.29433, -0.54190], [-2.19767, 0.09351, 1.49465], [-0.92742, 1.16971, 2.22510], [-2.87202, 2.06697, 0.07588], [-2.22906, 2.95437, 1.50270], [-0.52121, 3.61794, 0.09879], [-4.63771, -2.36678, 0.52631], [-5.57660, -1.98148, 1.65229], [-5.53878, -0.57497, 1.90596], [-3.61688, -2.07247, 0.78140], [-4.64711, -3.43876, 0.33026], [-4.92215, -1.85558, -0.39724], [-5.28827, -2.46406, 2.58445], [-6.60064, -2.28502, 1.41832], [-5.82937, -0.13468, 1.10130], [7.10578, -0.77490, -2.01202], [5.65409, -0.80478, -2.44017], [4.77860, -1.12900, -1.35323], [7.39792, -1.73609, -1.58962], [7.75418, -0.55454, -2.86027], [7.27262, -0.00812, -1.25122], [5.48374, -1.57813, -3.18715], [5.36473, 0.15620, -2.87876], [4.93448, -0.47839, -0.66113]]}


(3)
{"formula": "C3H3FO", "method": "wB97M-V/def2-TZVPD", "e_homo_ha": -0.370, "relative_energy_kj_mol": 51.70, "smiles": "O=C/C=C\\F", "e_tot_ha": -291.15600, "species": ["C", "C", "C", "H", "H", "H", "O", "F"], "xyz": [[-0.19379, 0.88640, 0.74973], [-0.49599, 0.15287, -0.34398], [0.39719, -0.97217, -0.61108], [-0.64416, 1.78608, 1.10968], [-1.43777, 0.38753, -0.77838], [-0.15994, -1.89414, -0.83013], [1.62532, -0.87902, -0.64328], [0.90916, 0.53243, 1.34744]]}


(4)
{"formula": "C4H9NO2", "method": "wB97M-V/def2-TZVPD", "e_homo_ha": [-0.090, -0.090], "spin_multiplicity": 2, "charge": -1, "relative_energy_kj_mol": 246.08, "e_tot_ha": -362.94131, "species": ["O", "C", "C", "C", "N", "C", "O", "H", "H", "H", "H", "H", "H", "H", "H", "H"], "xyz": [[0.42277, -0.04525, -2.08101], [0.88291, 0.79183, -0.90415], [0.47410, 0.15270, 0.35892], [1.39281, -0.93883, 0.87384], [-0.81851, 0.29432, 0.94109], [-2.02226, 0.19203, 0.09153], [-3.15587, 0.46330, 0.74838], [0.41556, 1.79576, -1.07678], [1.96319, 0.86663, -1.09718], [1.29040, -1.13177, 1.93593], [2.41827, -0.64616, 0.61264], [1.40281, -1.98759, 0.53273], [-0.94037, 1.03357, 1.61537], [-2.00455, -0.90158, -0.22057], [-1.85597, 0.79376, -0.87502], [0.13472, -0.73272, -1.45572]]}


(5)
{"formula": "C9H14NO", "method": "wB97M-V/def2-TZVPD", "e_homo_ha": [-0.085, -0.086], "charge": -1, "relative_energy_kj_mol": 59.54, "e_tot_ha": -481.11724, "species": ["C", "C", "C", "C", "C", "C", "C", "C", "C", "N", "O", "H", "H", "H", "H", "H", "H", "H", "H", "H", "H", "H", "H", "H", "H"], "xyz": [[1.52612, -0.95492, -1.07100], [1.01752, -1.35693, -0.03685], [1.22191, 0.36814, -1.61220], [0.30429, -1.32974, 1.09647], [-0.13298, 0.96302, -0.86446], [-1.07553, -1.93412, 1.40535], [1.14533, -1.20815, 2.39371], [-1.39458, 0.21230, -1.37487], [-0.26850, 2.47397, -1.25831], [-0.14410, 0.86587, 0.57164], [0.70420, 1.64646, 1.22910], [2.16047, 0.97938, -1.40055], [1.11161, 0.39067, -2.71502], [-1.83437, -1.30889, 1.85290], [-0.90139, -2.87823, 1.96469], [-1.61160, -2.15723, 0.42936], [1.90330, -1.99388, 2.54892], [0.49465, -1.20976, 3.20476], [1.78577, -0.24815, 2.26849], [-2.07800, 0.30030, -0.54457], [-1.11697, -0.87995, -1.46886], [-1.74036, 0.61288, -2.34251], [-0.06662, 2.48501, -2.33762], [0.31032, 3.17198, -0.82414], [-1.32049, 2.98995, -1.11441]]}


(6)
{"formula": "C12H34N2O4", "method": "wB97M-V/def2-TZVPD", "e_homo_ha": -0.346, "relative_energy_kj_mol": 146.40, "smiles": "COC[C@H](C)N.COC[C@H](C)N.CCO.CCO", "e_tot_ha": -887.95596, "species": ["C", "C", "C", "O", "C", "N", "H", "H", "H", "H", "H", "H", "H", "H", "H", "H", "H", "C", "C", "C", "O", "C", "N", "H", "H", "H", "H", "H", "H", "H", "H", "H", "H", "H", "C", "C", "O", "H", "H", "H", "H", "H", "H", "C", "C", "O", "H", "H", "H", "H", "H", "H"], "xyz": [[-0.39213, -3.39866, 4.53734], [-0.44961, -3.64157, 2.98753], [0.84247, -4.36889, 2.51997], [0.84083, -4.34711, 1.09554], [2.01746, -4.88386, 0.44758], [-1.64897, -4.40583, 2.60996], [0.37710, -4.02257, 4.99244], [-1.36774, -3.34251, 5.02018], [0.04191, -2.42151, 4.74917], [-0.42257, -2.62950, 2.58370], [0.89295, -5.36796, 2.95287], [1.72710, -3.76175, 2.71208], [1.56105, -5.06834, -0.52492], [2.15278, -5.90815, 0.79489], [2.86827, -4.20698, 0.36977], [-2.04386, -4.70474, 3.49020], [-1.30427, -5.25961, 2.19482], [-0.34025, 6.21866, -6.28141], [0.66922, 5.46923, -5.36393], [0.27604, 4.01305, -4.95354], [1.22604, 3.44826, -4.03232], [0.82630, 2.13087, -3.58040], [1.99643, 5.58097, -6.05038], [-0.48962, 5.81660, -7.28348], [-0.07472, 7.26478, -6.43378], [-1.31859, 6.16686, -5.80362], [0.69308, 6.03999, -4.43562], [0.09364, 3.30024, -5.75774], [-0.68601, 4.08937, -4.44685], [1.15950, 1.38481, -4.30184], [-0.26218, 2.09814, -3.53308], [1.32494, 2.07004, -2.61305], [2.69533, 5.31421, -5.37180], [1.98426, 4.85139, -6.74871], [-2.67983, 0.85874, 5.36906], [-2.11902, 0.09201, 4.19711], [-2.92096, -0.98959, 3.93109], [-2.05913, 1.72770, 5.58755], [-2.82476, 0.08648, 6.12452], [-3.63296, 1.30257, 5.08157], [-1.10669, -0.27544, 4.36524], [-2.03370, 0.74441, 3.32808], [-2.88889, -1.27964, 3.01651], [0.68010, 0.04215, 0.93310], [0.64849, -0.87930, -0.32615], [1.66531, -1.84218, -0.44090], [0.93675, -0.48944, 1.84942], [-0.17660, 0.69801, 1.08804], [1.33568, 0.90466, 0.81317], [0.66913, -0.20506, -1.18235], [-0.32405, -1.36774, -0.26542], [1.36508, -2.64638, -0.01109]]}


(7)
{"formula": "C40H46BCl2F4FeN6O3P", "method": "wB97M-V/def2-TZVPD", "e_homo_ha": [-0.359, -0.361], "spin_multiplicity": 2, "charge": 1, "relative_energy_kj_mol": 22.10, "e_tot_ha": -5056.01733, "species": ["Fe", "C", "N", "C", "C", "N", "C", "C", "C", "C", "C", "C", "C", "C", "C", "N", "C", "N", "C", "C", "N", "C", "C", "C", "N", "C", "C", "H", "H", "H", "H", "H", "H", "H", "H", "H", "H", "H", "H", "H", "H", "H", "H", "H", "H", "H", "H", "H", "H", "H", "H", "H", "H", "H", "H", "H", "H", "F", "B", "F", "F", "F", "Cl", "C", "Cl", "C", "O", "O", "H", "O", "P", "C", "C", "C", "C", "C", "C", "C", "C", "C", "C", "C", "C", "C", "C", "C", "C", "C", "C", "H", "H", "H", "H", "H", "H", "H", "H", "H", "H", "H", "H", "H", "H", "H"], "xyz": [[0.00972, 0.11606, 0.11020], [-1.53726, -1.90155, -2.61608], [-2.55814, -1.30658, -1.73852], [-3.55403, -0.51645, -2.45804], [-2.34806, -1.19684, -0.43613], [-1.07268, -1.42528, 0.07696], [-0.99963, -2.67776, 0.75605], [-2.08768, -3.51916, 0.88968], [-1.95825, -4.81691, 1.42799], [-0.73018, -5.31588, 1.73245], [0.42233, -4.51607, 1.53918], [1.71555, -5.05547, 1.75163], [2.82401, -4.28804, 1.53969], [2.67437, -2.92512, 1.22370], [1.42922, -2.35391, 1.09275], [1.34795, -0.94342, 0.99064], [2.12333, -0.30902, 1.91936], [2.91165, 0.73374, 1.61657], [2.95649, 1.93447, 2.44409], [3.67592, 0.76483, 0.37313], [2.15335, -0.76141, 3.17903], [1.09189, -1.57752, 3.76255], [3.26734, -0.49658, 4.07774], [0.28055, -3.17046, 1.12511], [-3.37071, -0.97226, 0.39275], [-4.74188, -1.37406, 0.09203], [-3.14371, -0.65168, 1.79873], [-2.05226, -2.27295, -3.50098], [-1.05191, -2.73407, -2.11481], [-0.79365, -1.16609, -2.90866], [-4.12728, 0.10885, -1.78144], [-4.22420, -1.16593, -3.02326], [-3.02616, 0.13197, -3.15100], [-3.06502, -3.21143, 0.55588], [-2.84667, -5.41977, 1.56721], [-0.61183, -6.32354, 2.11225], [1.80244, -6.08921, 2.06462], [3.81643, -4.70983, 1.63719], [3.55251, -2.29947, 1.10836], [2.23015, 1.86265, 3.24942], [2.68649, 2.78601, 1.81547], [3.95399, 2.10299, 2.85721], [3.26616, 0.06432, -0.34566], [4.71550, 0.49069, 0.57839], [3.65805, 1.76695, -0.04597], [0.17425, -1.46905, 3.19351], [0.90568, -1.22339, 4.77331], [1.39004, -2.62866, 3.78802], [4.14068, -0.18140, 3.51398], [3.50765, -1.42261, 4.60220], [3.00891, 0.26350, 4.81719], [-4.80233, -1.86968, -0.87102], [-5.42267, -0.52007, 0.10680], [-5.06468, -2.07771, 0.86333], [-2.18222, -0.18079, 1.93176], [-3.19654, -1.55830, 2.40880], [-3.90423, 0.04911, 2.12770], [-0.22590, 3.11288, 3.01136], [-0.54854, 1.78327, 3.23737], [-1.88353, 1.58027, 3.50477], [0.29443, 1.20762, 4.16402], [-0.27273, 1.07973, 1.87372], [3.55170, 0.95431, -2.99197], [2.07594, 1.89109, -2.67269], [1.18912, 2.18122, -4.17435], [1.24962, 1.13513, -1.63898], [0.64847, 0.07372, -1.89230], [1.23779, 1.58614, -0.47087], [2.37247, 2.84921, -2.26681], [-1.40519, 1.28557, -0.57171], [-1.84453, 2.75539, -0.74486], [-0.51644, 3.93855, -0.95643], [0.42689, 4.12761, 0.05807], [1.43147, 5.06652, -0.09644], [1.51665, 5.81567, -1.26568], [0.59789, 5.62037, -2.28547], [-0.42132, 4.68882, -2.13105], [-2.86196, 3.27884, 0.62621], [-4.01459, 2.52843, 0.88434], [-4.81340, 2.82348, 1.97250], [-4.46352, 3.86784, 2.82269], [-3.32804, 4.61863, 2.57240], [-2.52763, 4.33195, 1.47345], [-2.84704, 2.87926, -2.21747], [-4.04688, 3.58887, -2.22740], [-4.76980, 3.70911, -3.40812], [-4.29394, 3.13245, -4.57654], [-3.09411, 2.42743, -4.57193], [-2.37355, 2.30125, -3.39636], [0.37862, 3.54257, 0.96692], [2.14895, 5.22009, 0.70162], [2.29931, 6.55608, -1.37906], [0.66366, 6.19784, -3.19876], [-1.13625, 4.55007, -2.93038], [-4.28458, 1.71817, 0.21348], [-5.70700, 2.24205, 2.16698], [-5.08242, 4.09417, 3.68259], [-3.05360, 5.42824, 3.23619], [-1.64666, 4.92969, 1.28585], [-4.41506, 4.05013, -1.31930], [-5.70011, 4.26264, -3.41505], [-4.85767, 3.23325, -5.49645], [-2.71907, 1.98452, -5.48660], [-1.43533, 1.75936, -3.39062]]}


(8)
{"formula": "C15H8Cl3F3IrN2O6S", "method": "wB97M-V/def2-TZVPD", "e_homo_ha": [-0.391, -0.416], "spin_multiplicity": 5, "charge": 1, "relative_energy_kj_mol": 0.00, "e_tot_ha": -3319.82351, "species": ["Ir", "O", "C", "O", "C", "C", "C", "C", "C", "N", "C", "O", "O", "H", "H", "H", "H", "H", "F", "C", "F", "F", "C", "C", "C", "C", "N", "C", "S", "H", "H", "H", "Cl", "C", "Cl", "Cl", "C", "O", "O"], "xyz": [[-0.48529, -0.92680, 0.31547], [-4.36947, -0.84371, -2.03395], [-3.29730, -0.82589, -1.25515], [-2.44034, -1.67359, -1.26518], [-3.27583, 0.35537, -0.33281], [-4.30653, 1.28184, -0.31732], [-4.25131, 2.32254, 0.59141], [-3.18586, 2.37622, 1.47372], [-2.19737, 1.40730, 1.40588], [-2.22506, 0.42508, 0.49321], [-1.01680, 1.35850, 2.33426], [-0.96871, 2.18931, 3.36318], [-0.11754, 0.57071, 2.16240], [-4.33834, -1.63731, -2.59265], [-5.12841, 1.17484, -1.00873], [-5.02903, 3.07229, 0.62057], [-3.13420, 3.18776, 2.18691], [-1.77566, 2.70533, 3.47830], [4.49614, -4.52475, -0.41998], [3.60948, -4.20086, 0.53455], [4.18942, -4.46497, 1.71558], [2.56013, -5.01141, 0.40578], [3.24718, -2.74017, 0.43847], [4.28443, -1.81793, 0.43044], [4.02122, -0.45902, 0.36133], [2.70206, -0.05344, 0.29759], [1.70845, -0.93561, 0.29879], [1.94136, -2.26312, 0.37770], [0.39121, -3.08178, 0.38016], [5.30536, -2.17440, 0.48323], [4.81898, 0.26830, 0.35767], [2.41662, 0.98902, 0.24998], [0.11375, -0.48163, -2.72120], [0.92608, 0.98472, -3.05556], [0.04606, 2.19478, -3.86191], [2.60590, 0.91558, -3.27992], [0.72201, 3.44854, -0.87207], [1.40978, 4.21295, -1.39206], [0.02743, 2.67540, -0.34810]]}